One molecule with the formula C7H11NO. Source: OMol25; level of theory: wB97M-V/def2-TZVPD.

Cartesian coordinates (Å):
1 C -0.82 -1.87 1.31
2 C -1.27 -0.39 1.27
3 C -0.85 0.43 0.31
4 C -1.16 1.79 -0.10
5 O -2.08 2.56 0.06
6 N -0.08 1.84 -0.93
7 C 0.41 0.50 -0.55
8 C 0.51 -0.43 -1.81
9 C 1.68 0.45 0.32
10 H -1.64 -2.57 1.56
11 H -0.05 -2.06 2.22
12 H -0.26 -2.04 0.39
13 H -2.14 -0.15 2.00
14 H 0.27 2.75 -1.25
15 H 1.02 -0.02 -2.68
16 H -0.41 -0.75 -2.29
17 H 1.09 -1.37 -1.57
18 H 2.56 0.69 -0.20
19 H 1.78 -0.48 0.72
20 H 1.46 1.13 1.21

## Properties
total energy: -403.26402 Eh
orbital gap: 10.335 eV
structure (SMILES): C/C=C1/C(=O)NC1(C)C
LUMO: 0.028 hartree

A 2-piece molecular cluster, C7H11NO overall. Source: OMol25; level of theory: wB97M-V/def2-TZVPD.

Cartesian coordinates (Å):
1 C -1.73 1.52 -0.94
2 C -1.05 1.47 0.20
3 C -0.19 0.34 0.62
4 C -0.72 -0.86 1.20
5 C 0.31 -1.74 1.37
6 N 1.44 -1.13 0.91
7 C 1.15 0.14 0.44
8 C 2.21 0.98 -0.20
9 H -1.63 0.84 -1.77
10 H -2.60 2.17 -1.05
11 H -1.29 2.16 1.01
12 H -1.76 -0.98 1.46
13 H 0.32 -2.77 1.68
14 H 2.33 -1.60 0.87
15 H 2.96 0.43 -0.77
16 H 2.76 1.58 0.52
17 H 1.69 1.61 -0.92
18 O -1.31 -1.66 -1.85
19 H -2.16 -1.43 -1.42
20 H -0.73 -1.08 -1.34

## Properties
total energy: -403.29073 Eh
orbital gap: 9.247 eV
structure (SMILES): C=Cc1cc[nH]c1C.O
LUMO: 0.034 hartree

C7H11NO2 as an isolated structure. Source: OMol25; level of theory: wB97M-V/def2-TZVPD.

Cartesian coordinates (Å):
1 C 0.96 1.44 -0.39
2 C -0.32 0.71 -0.81
3 C -0.24 -0.76 -0.77
4 C -1.66 -1.36 -0.88
5 C -1.01 -1.33 0.51
6 C -1.19 -1.80 1.73
7 C 1.02 1.00 1.07
8 H 2.11 0.69 -1.99
9 H 3.23 0.64 -0.31
10 H 0.91 2.43 -0.54
11 H -0.96 0.99 0.44
12 H -1.02 1.18 -1.81
13 H 0.54 -1.39 -1.34
14 H -1.87 -2.15 -1.46
15 H -2.41 -0.56 -1.34
16 H -1.87 -2.54 2.07
17 H -0.27 -1.89 2.38
18 H 0.20 2.43 1.43
19 N 2.17 1.10 -1.05
20 O 0.09 1.37 1.75
21 O 1.59 -0.20 1.33

## Properties
total energy: -478.21169 Eh
orbital gap: 8.999 eV
LUMO: 0.005 hartree

One molecule with the formula C7H11NO3. Source: OMol25; level of theory: wB97M-V/def2-TZVPD.

Cartesian coordinates (Å):
1 O 0.37 -0.64 -2.73
2 C 0.19 -0.04 -1.73
3 C -0.84 1.22 -1.50
4 O 0.03 2.39 -1.51
5 C -1.34 0.96 -0.11
6 O -2.57 0.03 -0.07
7 C -0.02 0.49 0.55
8 C -0.24 -0.54 1.67
9 C 1.17 -1.23 1.65
10 C 1.63 -1.14 0.13
11 N 0.78 -0.08 -0.47
12 H -1.76 1.13 -2.17
13 H 0.45 2.43 -2.45
14 H -1.56 1.86 0.51
15 H -2.39 -0.67 -0.72
16 H 0.55 1.25 1.09
17 H -0.92 -1.27 1.37
18 H -0.47 -0.03 2.63
19 H 2.00 -0.82 2.32
20 H 0.99 -2.21 1.90
21 H 2.65 -1.03 -0.11
22 H 1.31 -2.08 -0.24

## Properties
total energy: -553.75377 Eh
orbital gap: 10.063 eV
structure (SMILES): O=C1[C@H](O)[C@@H](O)[C@H]2CCCN12
LUMO: 0.027 hartree

One molecule with the formula C7H11NS3. Source: OMol25; level of theory: wB97M-V/def2-TZVPD.

Cartesian coordinates (Å):
1 C -2.33 0.80 3.95
2 C -2.23 -0.21 2.76
3 C -0.94 -0.36 1.96
4 C -0.98 -1.69 1.19
5 S -0.67 1.15 0.96
6 S 1.28 0.90 0.22
7 C 1.13 -0.15 -1.16
8 N 1.43 -1.36 -1.25
9 C 1.38 -1.79 -2.60
10 C 0.93 -0.81 -3.46
11 S 0.72 0.63 -2.66
12 H -3.16 0.65 4.64
13 H -2.28 1.84 3.62
14 H -1.33 0.71 4.46
15 H -3.17 -0.13 2.06
16 H -2.31 -1.19 3.25
17 H -0.04 -0.39 2.68
18 H -1.10 -2.47 2.04
19 H -0.05 -1.81 0.61
20 H -1.89 -1.79 0.62
21 H 1.67 -2.86 -2.88
22 H 0.64 -0.75 -4.59

## Properties
total energy: -1522.61539 Eh
orbital gap: 9.263 eV
structure (SMILES): CC[C@@H](C)SSc1nccs1
LUMO: 0.011 hartree

An isolated ion of composition C7H11O and charge +1. Source: OMol25; level of theory: wB97M-V/def2-TZVPD.

Cartesian coordinates (Å):
1 C 0.36 -1.07 -0.31
2 C 1.26 -0.12 -0.10
3 C 0.72 1.25 -0.26
4 C -2.34 0.66 0.31
5 C -1.82 -0.81 0.48
6 C -1.25 0.79 -0.70
7 C 2.77 -0.42 0.02
8 O -0.96 -0.69 -0.72
9 H 0.51 -2.16 -0.12
10 H 0.74 1.87 0.71
11 H 1.10 1.78 -1.06
12 H -3.25 0.60 -0.12
13 H -2.37 1.16 1.28
14 H -1.24 -0.90 1.46
15 H -2.60 -1.50 0.62
16 H -1.22 1.08 -1.74
17 H 3.40 0.06 -0.66
18 H 3.07 -1.42 -0.01
19 H 3.12 -0.16 0.93

## Properties
net charge: +1
total energy: -348.11453 Eh
orbital gap: 11.112 eV
LUMO: -0.114 hartree

An isolated ion of composition C7H11O2S and charge -1. Source: OMol25; level of theory: wB97M-V/def2-TZVPD.

Cartesian coordinates (Å):
1 C 2.12 -1.73 -0.61
2 C 1.54 -0.60 -0.21
3 C 0.37 0.14 -0.70
4 C 0.53 1.66 -0.75
5 C -0.91 -0.25 0.42
6 C -0.55 0.19 1.89
7 S -1.24 -2.02 0.28
8 C -2.20 0.53 -0.25
9 O -2.43 1.58 0.31
10 O -2.77 -0.15 -1.14
11 H 2.97 -2.26 -0.24
12 H 1.88 -2.33 -1.40
13 H 2.14 0.04 0.58
14 H 0.06 -0.23 -1.67
15 H 0.58 2.18 0.20
16 H 1.56 1.98 -1.17
17 H -0.12 2.18 -1.27
18 H -0.10 -0.57 2.49
19 H -1.52 0.34 2.36
20 H -0.06 1.09 1.78
21 H -1.84 -1.76 -0.92

## Properties
net charge: -1
total energy: -821.98697 Eh
orbital gap: 7.472 eV
structure (SMILES): C=C[C@H](C)[C@](C)(S)C(=O)[O-]
LUMO: 0.128 hartree

A 2-piece molecular cluster, C7H11OPS overall. Source: OMol25; level of theory: wB97M-V/def2-TZVPD.

Cartesian coordinates (Å):
1 C -2.28 2.26 -0.86
2 C -1.50 1.24 -1.20
3 C -1.28 -0.04 -0.58
4 C 0.15 -0.26 -0.18
5 C 0.76 -1.01 0.81
6 C 2.17 -0.69 0.33
7 C 1.45 0.19 -0.74
8 H -3.16 2.09 -0.18
9 H -2.27 3.23 -1.52
10 H -0.71 1.40 -1.96
11 H -1.91 0.03 0.37
12 H -1.60 -0.88 -1.22
13 H 0.30 -1.51 1.69
14 H 2.82 -0.26 0.97
15 H 2.59 -1.61 -0.04
16 H 1.68 -0.28 -1.79
17 H 1.61 1.22 -0.53
18 O -5.25 1.53 0.22
19 P -4.93 0.10 0.43
20 S -5.23 -1.34 -0.80
21 H -4.59 0.14 1.71

## Properties
total energy: -1087.97865 Eh
orbital gap: 7.906 eV
structure (SMILES): C=CCC1=CCC1.O=[PH]=S
LUMO: -0.039 hartree

An isolated ion of composition C7H12 and charge -1. Source: OMol25; level of theory: wB97M-V/def2-TZVPD.

Cartesian coordinates (Å):
1 C 2.16 0.29 1.09
2 C 1.32 0.12 -0.07
3 C 1.71 0.33 -1.35
4 C -1.05 0.53 -0.58
5 C -0.18 -0.20 0.18
6 C -0.60 -1.03 1.47
7 C -2.47 0.15 -1.20
8 H 2.81 -0.66 1.34
9 H 2.75 1.16 0.91
10 H 1.49 0.56 1.88
11 H 1.10 0.09 -2.22
12 H 2.51 0.96 -1.60
13 H -0.70 1.49 -1.07
14 H -0.64 -0.42 2.32
15 H -1.64 -1.50 1.44
16 H -0.01 -2.01 1.58
17 H -2.72 -0.90 -1.24
18 H -3.26 0.67 -0.57
19 H -2.57 0.36 -2.32

## Properties
2S+1: 2
net charge: -1
total energy: -273.77845 Eh
orbital gap (spin up / spin down): 3.889 / 7.107 eV
LUMO (spin up / spin down): 0.162 / 0.155 hartree

An isolated ion of composition C7H12 and charge -1. Source: OMol25; level of theory: wB97M-V/def2-TZVPD.

Cartesian coordinates (Å):
1 C 0.55 -1.28 1.47
2 C -0.42 -1.44 0.33
3 C -0.10 -0.46 -0.79
4 C 0.25 -1.07 -1.95
5 C 0.80 1.89 -0.96
6 C -0.02 0.98 -0.40
7 C -1.12 1.45 0.63
8 H 1.61 -1.65 1.27
9 H 0.70 -0.19 1.72
10 H 0.29 -1.68 2.44
11 H -1.44 -1.02 0.83
12 H -0.46 -2.45 -0.04
13 H 0.53 -2.14 -1.97
14 H 0.51 -0.37 -2.76
15 H 1.82 1.92 -1.35
16 H 0.44 2.87 -1.13
17 H -0.86 0.98 1.61
18 H -2.12 1.12 0.34
19 H -0.95 2.54 0.71

## Properties
2S+1: 2
net charge: -1
total energy: -273.79588 Eh
orbital gap (spin up / spin down): 3.965 / 7.078 eV
LUMO (spin up / spin down): 0.156 / 0.153 hartree

The records above give, respectively, energy above the lowest of the compared OMol25 structures with the same formula, charge and spin values of 43.89 27.13 241.65 51.54 21.12 91.84 13.20 9.81 36.64 25.70 kcal per mole.